(1)
This record from the Open Molecules 2025 dataset describes a structure of composition C24H61BF4N9O8Rb in a non-equilibrium geometry. The level of theory is ωB97M-V with the def2-TZVPD basis set.

Calculated values
Frontier orbital gap = 0.2603 hartree
Energy = -2494.4076 Ha
Lowest unoccupied orbital energy = -1.0 eV

Each line ends with the Löwdin charge.
Geometry (Å):
Rb: 2.72004 -1.74999 -1.08097  0.996
B: 1.06591 0.54348 0.50368  -1.364
F: 0.51560 -0.21000 -0.55799  -0.007
F: 1.47237 -0.31680 1.55359  0.071
F: 2.21427 1.18684 0.01270  0.081
F: 0.15955 1.46177 0.98258  0.149
C: 0.14910 4.56652 -7.86756  -0.136
O: 0.81086 4.81323 -6.66192  -0.187
C: 2.19061 5.12754 -6.84333  -0.221
C: 2.58651 6.17986 -5.83430  -0.219
N: 2.61858 5.59091 -4.49464  -0.051
C: 2.76867 6.62087 -3.46650  -0.209
C: 2.71467 6.05349 -2.04216  -0.219
O: 1.72712 5.04821 -1.94332  -0.198
C: 1.91981 4.14989 -0.89341  -0.122
H: -0.89831 4.35587 -7.65067  0.087
H: 0.57668 3.71338 -8.40436  0.087
H: 0.13876 5.46465 -8.50133  0.086
H: 2.30262 5.52495 -7.86065  0.113
H: 2.78670 4.21492 -6.73467  0.123
H: 1.83029 6.96581 -5.79383  0.120
H: 3.52815 6.68178 -6.11388  0.117
H: 3.45051 5.01445 -4.40088  0.116
H: 2.03444 7.42009 -3.54761  0.115
H: 3.78235 7.05695 -3.53059  0.114
H: 2.42630 6.85846 -1.35353  0.121
H: 3.67919 5.63440 -1.72654  0.116
H: 2.15712 4.58292 0.08846  0.091
H: 2.64847 3.37247 -1.15571  0.085
H: 0.97075 3.62579 -0.77264  0.065
C: 0.84258 -1.38223 6.33007  -0.116
O: -0.17082 -0.42521 6.17814  -0.211
C: -1.44357 -0.81102 6.66385  -0.211
C: -2.38845 -1.30275 5.58368  -0.201
N: -3.09609 -0.23016 4.91360  -0.071
C: -2.40380 0.51614 3.89428  -0.215
C: -3.38897 1.41194 3.18520  -0.198
O: -4.46185 0.70312 2.54215  -0.196
C: -4.05070 -0.13466 1.49373  -0.125
H: 1.29485 -1.36186 7.32568  0.093
H: 1.63616 -1.12721 5.62203  0.077
H: 0.52677 -2.39623 6.06148  0.089
H: -1.85761 0.08856 7.12264  0.128
H: -1.43291 -1.55952 7.46835  0.120
H: -3.19006 -1.87622 6.06291  0.119
H: -1.91056 -1.95682 4.83996  0.117
H: -4.09522 -0.27220 4.85580  0.109
H: -1.84529 -0.12698 3.20528  0.115
H: -1.71436 1.21054 4.38805  0.121
H: -2.88564 2.02716 2.43765  0.110
H: -3.91775 2.03457 3.90861  0.128
H: -3.31967 0.35732 0.83935  0.085
H: -4.92757 -0.36323 0.88756  0.088
H: -3.59469 -1.08540 1.80175  0.082
C: -0.32789 -3.45946 0.41703  -0.033
C: 0.32471 -4.83337 0.54162  -0.519
C: -0.28689 -5.47268 1.79147  -0.127
C: -0.02009 -6.96549 1.87520  -0.177
C: -0.48444 -7.65243 0.60701  -0.135
C: 0.11144 -7.07779 -0.68192  -0.501
N: -0.01029 -5.61629 -0.63833  -0.098
O: 0.50455 -5.01445 -1.81687  -0.025
C: 1.57636 -7.52311 -0.84827  -0.023
C: -0.70783 -7.57333 -1.87370  -0.021
C: 1.83174 -4.61521 0.71946  -0.050
H: -0.18309 -2.81149 1.27901  0.097
H: -1.37667 -3.54304 0.11663  0.103
H: 0.07455 -2.89836 -0.43826  0.041
H: 0.12587 -4.96536 2.66657  0.128
H: -1.35769 -5.26448 1.74550  0.127
H: -0.54393 -7.34674 2.75635  0.116
H: 1.03295 -7.17257 2.08997  0.108
H: -1.57178 -7.60026 0.51010  0.122
H: -0.22266 -8.71158 0.67891  0.128
H: 2.05319 -6.91285 -1.61955  0.084
H: 2.16053 -7.42658 0.06528  0.067
H: 1.60185 -8.55113 -1.21077  0.085
H: -1.48685 -8.28336 -1.58975  0.082
H: -1.20432 -6.76972 -2.41732  0.081
H: -0.11093 -8.07954 -2.63666  0.082
H: 2.38017 -4.39559 -0.20448  0.032
H: 2.34389 -5.50865 1.08808  0.075
H: 2.05844 -3.80418 1.41955  0.088
H: -0.22436 -4.45862 -2.11255  0.100
C: -1.77355 -0.02292 -3.71086  -0.671
O: -2.44307 -0.46174 -4.62389  0.025
N: -0.79407 -0.77395 -3.09172  0.149
N: -1.91786 1.26043 -3.23668  0.165
H: -0.71878 -1.71079 -3.43580  0.089
H: -0.13016 -0.33149 -2.48213  0.056
H: -1.16727 1.69858 -2.72801  0.068
H: -2.43623 1.86551 -3.84923  0.104
C: -1.57971 4.45868 -1.52835  -0.653
O: -0.89212 4.11258 -2.47355  0.029
N: -1.97500 3.63477 -0.49970  0.168
N: -2.11496 5.73746 -1.47290  0.145
H: -1.54818 2.72709 -0.51719  0.077
H: -2.65816 3.87996 0.18947  0.091
H: -2.87063 5.98160 -0.86209  0.084
H: -1.79050 6.41321 -2.13640  0.096
C: 1.66573 2.71570 4.58143  -0.667
O: 1.54390 3.18465 5.70387  0.014
N: 1.53662 1.38911 4.28956  0.180
N: 1.97023 3.52670 3.50219  0.147
H: 1.74341 1.00836 3.38119  0.075
H: 1.14132 0.77916 4.99255  0.062
H: 1.87149 4.51113 3.66570  0.092
H: 2.02452 3.23357 2.54341  0.077


(2)
This record from the Open Molecules 2025 dataset describes a cluster of 5 separate species, C24H62BrN4O8S2 in total in a non-equilibrium geometry. The level of theory is ωB97M-V with the def2-TZVPD basis set.

Calculated values
Frontier orbital gap = 0.1799 hartree
Total charge = +1
Energy = -5142.4674 Ha
Lowest unoccupied orbital energy = -5.1 eV

Each line ends with the Löwdin charge.
Geometry (Å):
S: 0.50668 1.93654 -2.14162  0.500
S: -1.41825 1.68244 -2.78795  0.253
Br: -2.03664 -0.25702 -2.06648  0.455
H: 0.98604 0.65363 -2.08047  -0.130
H: -2.05278 2.56101 -1.93181  -0.075
C: 2.80469 -5.30885 0.11582  -0.109
O: 1.98940 -4.46619 0.90882  -0.201
C: 2.66673 -3.86151 2.00759  -0.211
C: 2.69932 -2.36506 1.83385  -0.208
N: 3.56056 -1.99540 0.71764  -0.042
C: 3.49433 -0.59805 0.33002  -0.191
C: 2.17393 -0.08774 -0.22242  -0.228
O: 1.81474 -0.67550 -1.47968  -0.267
C: 1.08833 -1.90088 -1.39147  -0.091
H: 2.16211 -5.76674 -0.63317  0.089
H: 3.60459 -4.75539 -0.39056  0.084
H: 3.25889 -6.10113 0.71658  0.084
H: 3.67603 -4.26330 2.11454  0.128
H: 2.11451 -4.10538 2.91821  0.122
H: 3.07874 -1.89923 2.74666  0.129
H: 1.65808 -2.03296 1.69331  0.108
H: 3.32293 -2.57325 -0.07827  0.075
H: 4.26302 -0.42371 -0.42649  0.128
H: 3.75495 0.02005 1.19339  0.128
H: 2.28345 0.98565 -0.40330  0.090
H: 1.34843 -0.20816 0.48715  0.121
H: 0.44518 -1.92387 -0.50991  0.091
H: 1.74867 -2.76645 -1.37661  0.084
H: 0.47377 -1.97273 -2.28946  0.068
C: -3.81390 4.12007 4.08287  -0.112
O: -3.26667 5.25639 3.44275  -0.196
C: -1.88038 5.45953 3.68030  -0.215
C: -1.11067 5.34417 2.38942  -0.207
N: -1.13532 3.97100 1.89684  -0.042
C: -0.60520 3.80005 0.55777  -0.225
C: -1.34377 4.43031 -0.61217  -0.234
O: -2.59673 3.81628 -0.89995  -0.280
C: -3.73617 4.33082 -0.20856  -0.040
H: -4.88309 4.12459 3.88465  0.089
H: -3.38515 3.18427 3.70324  0.081
H: -3.65927 4.15947 5.16426  0.092
H: -1.50622 4.74707 4.41950  0.126
H: -1.74676 6.46725 4.08166  0.127
H: -0.07317 5.64523 2.55547  0.128
H: -1.55821 6.05508 1.67930  0.114
H: -2.09298 3.64145 1.91979  0.079
H: -0.55977 2.72464 0.35866  0.085
H: 0.42549 4.16872 0.54890  0.130
H: -0.75480 4.25834 -1.52170  0.071
H: -1.43495 5.51457 -0.50990  0.128
H: -3.61628 5.39544 -0.00852  0.103
H: -3.90940 3.80625 0.73200  0.085
H: -4.60231 4.18617 -0.85041  0.097
C: -1.18813 -7.01497 6.38756  -0.121
O: -0.12250 -7.71747 6.98893  -0.196
C: 0.12908 -9.00062 6.42915  -0.218
C: 1.49171 -9.04238 5.78590  -0.217
N: 1.53060 -8.20060 4.59870  -0.049
C: 2.85603 -8.02404 4.02141  -0.202
C: 3.89891 -7.27911 4.84059  -0.225
O: 3.59784 -5.91155 5.04418  -0.192
C: 2.81039 -5.61766 6.18308  -0.099
H: -1.32325 -6.09400 6.95094  0.087
H: -0.97943 -6.76357 5.34043  0.081
H: -2.11851 -7.58964 6.42855  0.088
H: -0.64572 -9.26109 5.70338  0.123
H: 0.09615 -9.73365 7.23986  0.124
H: 1.71926 -10.07244 5.49793  0.126
H: 2.22458 -8.73694 6.54724  0.111
H: 1.15314 -7.29191 4.83654  0.074
H: 2.73292 -7.48464 3.07787  0.107
H: 3.25707 -9.01092 3.77107  0.120
H: 4.83386 -7.29967 4.27459  0.121
H: 4.10130 -7.76743 5.80096  0.113
H: 3.00133 -6.32270 6.99557  0.091
H: 1.73850 -5.61922 5.96159  0.072
H: 3.08206 -4.61670 6.51788  0.087
C: -0.93617 5.79934 -9.98013  -0.109
O: -1.98128 5.06615 -9.36872  -0.195
C: -1.60516 3.78776 -8.88545  -0.221
C: -1.74771 3.73422 -7.38411  -0.216
N: -0.75997 4.58747 -6.73875  -0.043
C: -0.94361 4.76222 -5.31073  -0.210
C: -2.19350 5.48463 -4.82180  -0.239
O: -2.23400 6.84382 -5.16555  -0.170
C: -2.82377 7.15623 -6.41839  -0.083
H: -1.37383 6.71553 -10.36826  0.090
H: -0.14246 6.05810 -9.26992  0.083
H: -0.49434 5.24247 -10.81086  0.090
H: -0.58198 3.54491 -9.18370  0.125
H: -2.27418 3.04552 -9.33075  0.124
H: -1.60009 2.70265 -7.04627  0.121
H: -2.78134 4.02400 -7.14378  0.111
H: -0.77972 5.49730 -7.18322  0.082
H: -0.07646 5.31087 -4.93356  0.124
H: -0.91620 3.76871 -4.83937  0.078
H: -2.18069 5.45325 -3.72405  0.111
H: -3.11412 4.97780 -5.14202  0.114
H: -3.61611 6.44797 -6.67337  0.091
H: -2.08994 7.17266 -7.22808  0.076
H: -3.25536 8.15133 -6.33309  0.091


(3)
This record from the Open Molecules 2025 dataset describes a cluster of 9 separate species, C24H63BF4O23P5 in total in a non-equilibrium geometry. The level of theory is ωB97M-V with the def2-TZVPD basis set.

Calculated values
Frontier orbital gap = 0.3154 hartree
Total charge = -1
Energy = -4814.0579 Ha
Lowest unoccupied orbital energy = 2.0 eV

Each line ends with the Löwdin charge.
Geometry (Å):
B: -0.43372 1.32126 -0.68363  -1.360
F: -1.05372 2.43326 -1.38163  0.054
F: 0.12428 0.40426 -1.50963  0.155
F: 0.50028 1.89526 0.12837  0.135
F: -1.36472 0.64726 0.09037  0.114
C: 5.01528 0.94126 -2.55863  -0.007
C: 3.88728 1.97826 -2.56063  -0.403
O: 4.10528 3.09926 -2.02263  -0.006
C: 2.59428 1.61926 -3.32463  0.010
H: 5.09328 0.60826 -3.46763  -0.007
H: 4.63828 -0.14674 -1.96263  0.170
H: 5.77128 1.43426 -2.09263  0.041
H: 2.88428 0.85126 -4.03563  0.074
H: 1.95728 2.49826 -3.67663  0.126
H: 2.07928 1.08126 -2.67363  -0.010
C: 3.98628 2.35226 1.07837  0.000
C: 4.82528 1.10826 1.53137  -0.455
O: 5.17528 0.28226 0.72737  0.067
C: 5.07428 1.01326 3.00537  -0.011
H: 4.61328 3.19426 1.24037  0.078
H: 3.12928 2.34226 1.77337  0.065
H: 3.32828 1.98426 0.22437  0.098
H: 4.80228 0.12626 3.18437  -0.003
H: 4.55628 1.71326 3.63637  0.083
H: 6.09628 1.20626 3.23237  0.088
C: -3.80372 2.94426 1.48537  0.006
C: -4.93872 2.31726 0.57737  -0.522
O: -5.83572 2.99726 0.37737  0.116
C: -4.72772 1.01126 -0.00163  -0.010
H: -2.90572 2.83326 1.11337  -0.012
H: -3.78672 2.34526 2.47737  0.117
H: -3.80272 3.99826 1.47337  0.037
H: -3.82072 0.92726 -0.61463  0.099
H: -5.54872 0.64426 -0.67363  0.102
H: -4.79872 0.27126 0.67237  0.033
C: 3.63828 -2.75374 5.28837  -0.157
O: 2.82628 -1.84774 4.71637  -0.209
P: 1.27628 -1.67474 5.03937  0.463
O: 0.95428 -1.69374 6.49837  -0.262
O: 0.70928 -0.29474 4.41837  -0.168
C: 1.43928 0.62826 3.87337  -0.197
O: 0.39528 -2.74174 4.22537  -0.217
C: -0.44672 -3.77774 4.95937  0.016
H: 4.69428 -2.34574 5.11837  0.114
H: 3.86928 -3.64674 4.70937  0.084
H: 3.25628 -2.91074 6.30437  0.096
H: 1.14728 1.56726 4.43337  0.123
H: 0.94328 0.69826 2.83837  0.135
H: 2.41028 0.79826 3.73737  0.012
H: -1.15272 -4.16674 4.29837  0.065
H: -0.86672 -3.30774 5.82737  0.074
H: 0.25928 -4.37174 5.19437  0.015
C: -5.73872 -3.36674 -4.69963  -0.057
O: -4.62172 -2.44574 -4.86963  -0.293
P: -3.85272 -1.70574 -3.61263  0.391
O: -4.82672 -1.11874 -2.67463  -0.256
O: -3.03772 -2.84574 -2.85163  -0.274
C: -2.64572 -2.64574 -1.34363  0.011
O: -2.80372 -0.59074 -4.01363  -0.171
C: -1.51072 -0.92074 -4.30763  -0.132
H: -5.59672 -3.81174 -5.51763  -0.016
H: -6.71172 -2.62774 -4.49263  0.152
H: -5.37072 -3.84074 -3.57863  0.154
H: -1.43772 -2.39374 -1.30463  0.122
H: -2.76172 -3.69374 -0.63763  0.128
H: -3.32472 -1.99774 -0.88863  0.025
H: -1.09772 -0.09974 -4.90763  0.109
H: -1.57572 -1.73974 -5.01163  0.090
H: -0.87772 -1.12274 -3.47563  0.052
C: 6.18528 -2.66974 -2.72063  -0.202
O: 5.17428 -3.60074 -2.65363  -0.206
P: 3.79828 -3.18374 -3.47863  0.388
O: 4.01928 -1.93174 -4.20563  -0.241
O: 3.40028 -4.35174 -4.49063  -0.210
C: 4.21628 -4.66874 -5.65963  -0.062
O: 2.64128 -3.11574 -2.46563  -0.178
C: 1.55728 -2.14774 -2.41963  -0.033
H: 6.04228 -1.65474 -2.91463  0.016
H: 7.18628 -2.97974 -3.42863  0.133
H: 6.88528 -2.84074 -1.78163  0.113
H: 4.41228 -3.82874 -6.35063  0.098
H: 3.73128 -5.50674 -6.15563  0.092
H: 5.16728 -4.86674 -5.33563  0.046
H: 1.03528 -2.04674 -3.30763  0.049
H: 1.96328 -1.13874 -2.39663  0.076
H: 0.78728 -2.45074 -1.70563  0.090
C: 0.14028 9.17626 -1.43263  -0.215
O: -0.74672 8.40826 -0.86263  -0.221
P: -0.63572 6.78226 -0.93363  0.401
O: -0.77972 6.51626 -2.32863  -0.220
O: 0.77128 6.30126 -0.51763  -0.183
C: 1.10728 4.94426 -0.71063  -0.088
O: -1.87872 6.15426 -0.07463  -0.206
C: -2.97272 5.44126 -0.59063  -0.108
H: 1.16328 8.77326 -1.36863  0.098
H: -0.08572 10.23226 -1.02363  0.119
H: -0.21772 9.16626 -2.44663  0.079
H: 2.17428 4.82926 -0.54163  0.087
H: 0.66628 4.54026 -1.76163  0.148
H: 0.67428 4.16726 -0.22763  0.017
H: -3.22572 5.64726 -1.60363  0.080
H: -3.91572 5.55826 0.02037  0.102
H: -2.66572 4.39726 -0.43663  0.077
C: -3.95572 -2.44374 6.22037  -0.012
O: -3.19872 -2.62474 4.91637  -0.248
P: -4.01172 -2.72274 3.55137  0.457
O: -5.45072 -2.79374 3.77037  -0.236
O: -3.72872 -1.26274 2.93737  -0.176
C: -2.37972 -0.94474 2.63037  -0.127
O: -3.46872 -3.74374 2.31337  -0.240
C: -4.36672 -4.68074 1.74437  -0.132
H: -4.88572 -3.08274 6.20937  0.095
H: -4.34072 -1.43474 6.35637  0.093
H: -3.32172 -2.80874 6.97337  0.060
H: -2.30872 0.12626 2.62637  0.089
H: -1.64672 -1.40874 1.83937  0.150
H: -1.74172 -0.89274 3.32737  -0.026
H: -5.04772 -4.20274 1.20537  0.031
H: -4.97972 -5.24774 2.56337  0.126
H: -3.91772 -5.35174 1.04537  0.073